A cluster of 2 separate species, C4H13NOS in total. Source: the OMol25 dataset; level of theory: ωB97M-V/def2-TZVPD.

Properties
- energy above the lowest of the compared OMol25 structures with the same formula, charge and spin (kJ/mol) = 131.99
- DFT total energy (eV) = -18730.643
- HOMO-LUMO gap (hartree) = 0.351
- HOMO level (eV) = -8.835

```
20
C4H13NOS | the OMol25 dataset | ωB97M-V/def2-TZVPD
N -2.01244 1.03305 0.82818
C -0.89337 0.37401 1.43339
C 0.54732 0.95671 0.90919
C 0.93836 0.40666 -0.56944
C 1.66325 -0.98477 -0.42151
S 3.41998 -0.83111 -0.07491
H -2.87547 0.45251 0.87069
H -2.20412 1.97618 1.10306
H -0.90347 -0.70266 1.01798
H -0.78414 0.29753 2.47596
H 1.31995 0.60665 1.57168
H 0.43261 2.09711 0.74149
H 0.00605 0.27283 -1.07901
H 1.55804 1.19302 -1.05774
H 1.24495 -1.75190 0.28549
H 1.57378 -1.57863 -1.39135
H 3.84113 -1.64678 -1.06594
O -2.03048 -0.59414 -2.10676
H -2.10230 -0.30340 -1.17489
H -2.73962 -1.27288 -2.29555
```

These are the Löwdin partial charges, in e, on atoms 1 to 6: -0.022, -0.288, -0.158, -0.247, -0.611, 0.667